(1)
The following is a DFT calculation (wB97M-V/def2-TZVPD) of a structure of composition C30H37N5NbO2.

```
75
Properties=species:S:1:pos:R:3:forces:R:3:lowdin_charge:R:1
C 3.709837 -1.317177 4.625723 0.1293 0.1888 -0.6067 -0.088
C 3.496881 -0.426715 3.402956 -0.5076 -0.0928 -0.0112 -0.557
N 2.479260 -0.641241 2.647254 0.0083 0.0885 0.0485 0.072
C 4.460060 0.641494 3.060953 0.3739 -0.6049 0.0041 -0.396
Nb 4.504355 2.363950 4.527700 -1.4463 3.1546 2.1749 1.352
O 4.672618 3.984686 5.701332 0.4014 -1.4542 -1.2140 -0.513
C 2.687374 3.189725 3.371074 0.7407 -0.5688 -0.5802 -0.332
O 1.642658 3.580210 4.306359 0.1707 -0.0519 -0.1766 -0.170
C 0.543535 2.768718 4.280006 1.2320 0.8338 0.2688 -0.337
C -0.210810 2.627329 3.144560 -0.0664 0.1045 -0.9532 -0.027
C -1.292143 1.778653 3.159338 0.0093 0.2868 -0.5241 -0.109
C -1.599307 1.124070 4.322001 -1.5307 -1.1943 -0.1538 -0.148
C -0.856598 1.268039 5.458346 0.1392 0.0652 0.6347 -0.093
C 0.228276 2.115058 5.440278 -0.0398 -0.3091 0.9499 -0.019
H 4.236767 -2.206324 4.263307 0.1532 0.0365 0.2429 0.073
H 4.266337 -0.819407 5.417418 0.0355 -0.1028 -0.0392 0.031
H 2.735108 -1.643668 4.989491 0.0566 0.0653 0.1546 0.065
H 1.920585 -1.403078 3.036060 -0.0785 0.0884 0.0344 0.037
H 5.460050 0.185669 3.050563 0.0179 0.2215 0.1066 0.034
H 4.236730 1.003713 2.054640 0.0014 0.0169 0.0524 0.034
H 5.615317 3.215855 3.303995 0.3359 -0.3465 -0.1634 -0.127
H 6.017450 1.604476 5.280195 0.2258 -0.2878 -0.4484 -0.148
H 3.449523 1.488816 5.755749 -0.0530 -0.6907 0.0696 -0.105
H 5.596374 4.265958 5.635809 -0.0709 0.2773 0.1950 -0.042
H 2.355649 2.388092 2.701581 -0.3199 0.2092 0.0101 0.031
H 2.971607 4.054794 2.763320 -0.1546 0.0153 0.0556 0.036
H 0.081235 3.158057 2.247195 0.0262 -0.0074 0.0020 0.121
H -1.888090 1.627108 2.267548 -0.0333 0.0385 0.0188 0.102
H -2.470093 0.473578 4.333899 0.0754 -0.0274 0.0215 0.099
H -1.118745 0.720314 6.354771 0.0059 0.0329 0.0249 0.102
H 0.838233 2.259917 6.321332 0.1489 0.0162 -0.1040 0.111
N 2.707184 -3.073508 -2.166463 -0.1162 0.1224 0.1750 0.042
C 2.891140 -2.424728 -1.013573 0.0055 -0.1155 -0.1791 -0.153
C 1.881349 -1.774646 -0.317782 0.0108 0.0653 0.1100 -0.066
C 0.605601 -1.798012 -0.855454 -0.0866 -0.0059 -0.0483 -0.081
C 0.390899 -2.464286 -2.053048 0.0962 0.0256 0.0523 -0.090
C 1.468066 -3.085811 -2.667765 0.3873 -0.1018 -0.0313 -0.168
H 3.907105 -2.430719 -0.633231 -0.0255 0.0488 0.0675 0.101
H 2.088427 -1.263470 0.619878 0.0488 -0.0004 -0.1131 0.055
H -0.211987 -1.301924 -0.345624 0.0247 0.0100 0.0198 0.102
H -0.593031 -2.501830 -2.501798 -0.0006 -0.0148 -0.0167 0.068
H 1.341870 -3.618808 -3.601971 -0.0537 0.1478 0.2038 0.061
N -5.481696 2.203034 4.089921 -0.0315 0.1017 -0.1504 0.058
C -4.497712 3.066799 3.840413 -0.0090 -0.0727 0.2151 -0.155
C -4.428917 3.845455 2.693947 -0.0461 0.0057 -0.0289 -0.071
C -5.435368 3.717791 1.752757 0.0040 0.0429 -0.0608 -0.088
C -6.467048 2.823449 1.992964 0.0176 0.0049 0.0123 -0.086
C -6.442300 2.096000 3.172332 0.0149 -0.0721 0.1017 -0.167
H -3.728954 3.130292 4.601530 0.0574 0.0321 -0.0646 0.103
H -3.605844 4.531147 2.546435 0.0336 -0.0373 0.0290 0.105
H -5.417348 4.306528 0.843814 0.0022 -0.0053 0.0051 0.102
H -7.272595 2.692963 1.282719 -0.0080 -0.0171 0.0163 0.095
H -7.230487 1.386836 3.403600 -0.0238 0.0102 -0.0598 0.098
N -0.137631 -4.176092 -5.067400 -0.5426 -0.2307 -0.4546 0.050
C -1.459063 -4.114568 -4.888328 0.2112 0.0348 0.0765 -0.149
C -2.382734 -4.660027 -5.765374 0.0025 0.0066 -0.0040 -0.065
C -1.912343 -5.303769 -6.897639 -0.0632 -0.0322 -0.0582 -0.079
C -0.545757 -5.378706 -7.104044 -0.0098 0.0062 0.0194 -0.068
C 0.292686 -4.803121 -6.161796 0.1609 0.0336 0.1136 -0.151
H -1.781171 -3.598891 -3.990812 -0.0999 -0.0325 -0.0099 0.093
H -3.442648 -4.581194 -5.565542 0.0083 0.0229 0.0178 0.102
H -2.601595 -5.741599 -7.608699 0.0030 0.0094 0.0022 0.104
H -0.136845 -5.872111 -7.975016 0.0270 0.0134 0.0091 0.102
H 1.370739 -4.841000 -6.281391 -0.0088 -0.0208 -0.0520 0.112
N -0.458768 -0.627932 -8.015959 -0.0817 0.0723 0.1070 0.053
C -0.444871 -1.139614 -6.784537 0.0673 -0.0574 -0.1735 -0.145
C -1.017317 -0.517450 -5.684934 -0.0310 0.0056 -0.0172 -0.062
C -1.637020 0.706199 -5.873963 -0.0472 0.0371 0.0735 -0.080
C -1.661158 1.255311 -7.145861 0.0043 -0.0284 0.0105 -0.081
C -1.061133 0.549315 -8.176729 0.0520 -0.0653 -0.0978 -0.166
H 0.053152 -2.095948 -6.684598 -0.0094 0.0100 0.0986 0.086
H -0.976304 -0.980442 -4.708035 0.0704 -0.0145 -0.0129 0.090
H -2.094498 1.225650 -5.041215 0.0145 -0.0005 -0.0001 0.105
H -2.134099 2.209513 -7.335064 0.0099 -0.0017 -0.0208 0.097
H -1.058462 0.939822 -9.189081 -0.0259 0.0561 0.0235 0.098
```
Positions in Å, forces in eV/Å.

The charge is -1. Its orbital gap is 6.5 eV.


(2)
The following is a DFT calculation (wB97M-V/def2-TZVPD) of an isolated molecule of C16H14N2O3.

```
35
Properties=species:S:1:pos:R:3:forces:R:3:lowdin_charge:R:1
C -3.301105 -1.661751 0.980838 -0.0618 -0.1131 -0.0194 0.002
N -2.096130 -0.922431 1.239506 -0.2793 -0.0590 0.0482 -0.018
C -1.054292 -1.409148 1.958301 0.0915 0.0163 0.2440 -0.377
O -1.009887 -2.457900 2.561138 0.1153 -0.0457 0.0452 0.110
C 0.079741 -0.364860 1.933946 0.2536 -0.1725 -0.4403 -0.362
C -0.569985 0.782507 1.209651 -0.1670 -0.0937 0.1558 -0.090
C -0.111066 2.045478 0.919020 -0.1372 -0.1847 0.0441 -0.018
C -0.923240 2.886522 0.165929 0.0343 0.2050 -0.0852 -0.081
C -2.160199 2.457140 -0.282633 0.0631 0.0796 0.0080 -0.076
C -2.638925 1.188961 0.020466 -0.0382 -0.2561 0.0577 0.001
C -1.832530 0.361165 0.776695 0.3159 0.5114 -0.0116 -0.155
H -3.608310 0.866663 -0.324696 -0.1182 -0.0437 -0.0378 0.109
H -2.772008 3.122266 -0.873474 -0.0470 0.0572 -0.0456 0.104
H -0.584220 3.883291 -0.070951 0.0129 0.0946 -0.0295 0.101
H 0.845800 2.381724 1.287618 0.1367 0.0504 0.0387 0.120
O 0.502778 -0.039820 3.232176 -0.0324 0.0484 0.1173 0.054
H 0.494526 -0.853485 3.755107 -0.0137 -0.0429 -0.0285 0.111
C 1.262123 -0.945783 1.109765 -0.4580 0.0052 0.3564 0.002
C 0.868966 -1.150923 -0.334063 0.1738 0.0462 0.0849 -0.325
O -0.117679 -1.777172 -0.647614 0.1446 -0.1110 -0.0060 0.134
C 1.766620 -0.573571 -1.372890 0.1689 0.0698 -0.6244 -0.132
C 2.419255 0.648154 -1.231129 -0.0837 -0.2702 -0.0571 -0.003
C 3.210695 1.094909 -2.278311 -0.0425 0.1697 0.2580 -0.136
N 3.392285 0.418355 -3.398470 0.3098 0.2222 -0.3468 0.062
C 2.768551 -0.738662 -3.536772 -0.2059 -0.3039 0.0241 -0.135
C 1.938239 -1.274368 -2.565859 -0.0074 0.1518 0.1997 0.008
H 1.433390 -2.216680 -2.710518 -0.0450 -0.0763 -0.0380 0.117
H 2.940700 -1.254308 -4.472148 -0.0369 -0.1194 -0.0382 0.107
H 3.730363 2.042010 -2.216241 -0.0082 0.0947 0.0943 0.107
H 2.291985 1.253793 -0.348750 0.0432 0.0556 0.0983 0.096
H 2.126397 -0.292568 1.218688 -0.0532 -0.0118 0.0139 0.124
H 1.504130 -1.926131 1.533239 0.0613 0.0147 -0.0250 0.147
H -3.220374 -2.611100 1.508158 -0.0475 0.0585 -0.0411 0.095
H -4.172096 -1.112666 1.343515 -0.0088 -0.0364 -0.0157 0.098
H -3.404494 -1.849612 -0.089237 -0.0330 -0.0109 0.0016 0.101
```
Positions in Å, forces in eV/Å.

Its energy above the lowest of the compared OMol25 structures with the same formula, charge and spin is 14.5 kcal per mole. As for the structure (SMILES): CN1C(=O)[C@@](O)(CC(=O)c2ccncc2)c2ccccc21. Its orbital gap is 8.4 eV.